# 1
Molecular formula: C9H13N3O2
Method: DFT, ωB97M-V/def2-TZVPD

Geometry as XYZ:
```
27
Properties=species:S:1:pos:R:3:mulliken_charge:R:1
O 0.400 1.037 -3.722 -0.493
C 0.223 1.238 -2.309 0.714
O -1.030 1.172 -1.864 -0.538
C 1.248 1.564 -1.541 -0.522
N 1.248 1.794 -0.206 -0.303
C 1.134 0.702 0.791 0.867
C 0.355 1.196 1.958 -0.902
C -0.836 0.683 2.347 -0.318
C -1.564 -0.444 1.727 -0.697
C -0.529 -1.348 1.072 0.393
C -0.898 -2.453 0.055 -0.700
N 0.143 -2.334 -1.041 -0.439
N 0.849 -1.152 -0.864 -0.411
C 0.499 -0.583 0.234 -0.229
H 1.295 1.234 -3.866 0.290
H -1.009 1.503 -1.029 0.384
H 2.193 1.530 -2.228 -0.013
H 2.072 2.350 0.048 0.323
H 2.139 0.444 1.136 0.235
H 0.715 2.091 2.334 0.437
H -1.316 1.344 3.090 0.311
H -2.185 -0.941 2.547 0.302
H -2.285 -0.100 0.934 0.274
H 0.031 -1.910 1.826 0.259
H -0.741 -3.482 0.603 0.230
H -2.001 -2.390 -0.048 0.267
H -0.150 -2.748 -1.984 0.279
```

As for the SMILES: OC(O)=CN[C@H]1C=CC[C@H]2CNN=C21.

---

# 2
Molecular formula: C3H8N3O3
Method: DFT, ωB97M-V/def2-TZVPD

Geometry as XYZ:
```
17
Properties=species:S:1:pos:R:3:mulliken_charge:R:1
C -0.650 0.500 -0.984 0.326
C 1.269 0.261 1.229 0.667
C -0.217 -0.206 1.282 -0.245
N 0.305 1.109 -1.608 -0.345
N 2.029 -0.535 1.905 -0.358
N -1.813 0.223 -1.415 -0.037
O 1.674 1.245 0.597 -0.705
O -0.368 -1.514 1.372 -0.437
O -2.326 0.415 -2.695 -0.435
H -0.812 0.476 1.781 0.524
H 1.320 1.244 -1.243 0.316
H 0.323 1.150 -2.608 0.229
H 1.582 -1.169 2.596 0.239
H 2.945 -0.278 2.125 0.269
H -2.569 -0.239 -0.876 0.240
H 0.358 -1.856 0.893 0.399
H -2.171 1.314 -3.070 0.353
```

Its charge is +1.

---

Number 1: E_LUMO 0.72 eV, orbital gap 8.259 eV, total energy -665.347627 a.u.. Number 2: E_LUMO -4.79 eV, orbital gap 9.312 eV, total energy -508.720594 a.u..